Formula: C15H43N4O3P2Si2Tl
Source: the OMol25 dataset
Level of theory: ωB97M-V with the def2-TZVPD basis set

Output
ΔE to the lowest compared entry with this formula, charge and spin: 0.000 eV
HOMO energy: -0.23192 Ha
F_max: 0.19 eV Å⁻¹
Lowest unoccupied orbital energy: 0.37 eV

The geometry in ORCA input format:
```
! wB97M-V def2-TZVPD RIJCOSX def2/J DEFGRID3
* xyz 0 1
Tl -1.4918 -1.9563 1.3623
P -1.4732 1.7716 0.5916
P -0.7581 0.2044 -1.7278
Si 1.6314 -0.9637 2.5962
Si 1.4449 -3.4290 0.5216
O -1.5641 -0.8967 -1.1637
O -0.5326 1.4069 -0.6734
O -1.5071 0.7203 1.6228
N -2.9789 2.0959 0.0304
N -0.7684 3.1818 1.0286
N -1.5225 0.8184 -3.0456
N 0.7932 -0.0385 -2.1817
C 0.4640 -1.0264 4.0752
C -4.0718 1.1406 0.1440
C -2.8455 0.3859 -3.4596
C 0.3472 -3.9901 -0.9117
C 1.0410 -0.9274 -3.3086
C 0.9268 -1.7819 1.1102
C -0.9393 1.8780 -3.8452
C -1.2401 3.7870 2.2662
C 3.2132 -3.5157 -0.1443
C -3.2336 3.2329 -0.8322
C 1.9864 0.8572 2.2389
C 0.2402 3.9443 0.3210
C 1.9999 0.4152 -1.5062
C 1.2840 -4.7206 1.8832
C 3.2657 -1.6843 3.2139
H 3.9512 -3.2084 0.5988
H 0.1024 -1.2945 -3.7232
H 2.3381 1.3631 3.1430
H -0.4512 -0.4635 3.8655
H -3.5344 2.9048 -1.8319
H 0.0689 2.1031 -3.4996
H -3.1804 -0.4261 -2.8204
H 0.1846 -2.0565 4.3164
H 1.1288 4.0660 0.9468
H 3.6250 -1.1052 4.0701
H 4.0401 -1.6591 2.4441
H 3.1584 -2.7207 3.5426
H 1.6305 -1.7898 -2.9893
H 1.0864 1.3714 1.8934
H -3.5648 1.2095 -3.4034
H -0.4004 3.9512 2.9461
H 3.4559 -4.5348 -0.4607
H -2.8156 0.0355 -4.4955
H -3.7738 0.3131 0.7819
H -4.9466 1.6299 0.5804
H 1.9838 -4.5355 2.7006
H -1.9464 3.1261 2.7659
H 0.7717 -4.8563 -1.4272
H 0.9182 -0.5947 4.9712
H 0.2747 -4.7201 2.3058
H -1.7280 4.7467 2.0695
H 1.7599 0.9996 -0.6243
H 1.5881 -0.4013 -4.0969
H -0.1394 4.9405 0.0682
H 0.2353 -3.1846 -1.6430
H -0.6604 -4.2641 -0.5852
H 0.5328 3.4407 -0.5950
H -4.3455 0.7425 -0.8374
H 2.5993 -0.4409 -1.1882
H 0.9610 -1.0797 0.2699
H 2.5982 1.0284 -2.1886
H -0.8806 1.5772 -4.8954
H -4.0332 3.8570 -0.4237
H 2.7628 0.9678 1.4762
H -1.5384 2.7924 -3.7847
H 3.3309 -2.8640 -1.0156
H 1.4808 -5.7246 1.4984
H -2.3396 3.8480 -0.9318
*
```

=====

Formula: C15H44BO18P4S
Source: the OMol25 dataset
Level of theory: ωB97M-V with the def2-TZVPD basis set

Output
HOMO energy: -0.38815 Ha
F_max: 9.73 eV Å⁻¹
Lowest unoccupied orbital energy: -5.03 eV

The geometry in ORCA input format:
```
! wB97M-V def2-TZVPD RIJCOSX def2/J DEFGRID3
* xyz 1 1
S -8.3663 0.5384 4.7509
P -0.7543 5.8529 -3.5354
P 3.0619 -3.4464 -4.3927
P -0.8195 0.1342 2.3205
P 5.4352 -2.5726 0.8859
O 1.7583 -3.3763 -3.2726
O 0.6919 -0.4368 2.5922
O -0.1550 1.5553 1.6206
O -11.1433 1.7721 4.9828
O 4.3244 -3.3343 -5.5462
O 6.7146 -2.5190 -0.2530
O 4.1235 -3.1253 -3.1863
O 6.4890 -2.2453 2.0981
O -7.7358 3.0584 3.3381
O 5.2756 -4.0828 0.7043
O 0.3953 4.9693 -2.6221
O -1.8959 6.8725 -4.3156
O 2.8879 -4.9537 -4.5868
O -0.3661 5.1813 -4.8531
O -1.9760 5.0423 -2.7987
O -1.3188 0.9460 3.5185
O -1.4834 -1.3104 2.9613
O 4.1376 -2.5606 2.0142
C -9.7774 0.3258 3.5158
C -1.3129 -1.5775 4.3432
C -1.3408 7.8454 -5.1984
C -5.6641 1.5560 3.8928
C 0.4705 -3.6403 -3.8218
C 7.7108 -3.5269 -0.1992
C 1.6635 0.4095 3.1937
C 6.4275 -2.9991 3.3000
C -10.7807 1.5669 3.8078
C 0.5331 3.5814 -2.8717
C 4.0670 -3.8824 -1.9834
C 5.3390 -4.3247 -5.5354
C -1.1053 2.5271 1.1908
C -3.0656 4.5678 -3.5755
C 2.8510 -2.8513 1.4722
B -7.2620 1.8552 3.9371
H -3.4356 3.6465 -3.1218
H 2.0922 -2.4761 2.1595
H -0.2788 -1.4236 4.6565
H 7.4367 -3.0792 3.7070
H -11.1020 2.2463 2.9498
H 5.8006 -2.4795 4.0272
H -5.4498 1.1799 2.8256
H -9.3200 0.4784 2.4731
H -5.4158 0.7339 4.6426
H -1.9842 -0.9549 4.9359
H 8.5489 -3.2009 -0.8189
H -0.4352 8.2830 -4.7735
H -2.7714 4.3533 -4.6053
H 1.1141 3.1480 -2.0541
H 2.2488 0.9053 2.4172
H -5.1462 2.5467 4.0917
H 8.0713 -3.6801 0.8196
H 5.7158 -4.5014 -4.5261
H 6.0402 -4.0066 3.1319
H 2.7208 -2.3643 0.5038
H -0.2841 -3.2315 -3.1480
H -1.4400 3.1222 2.0413
H 3.4457 -3.3612 -1.2539
H 2.3347 -0.2092 3.7916
H -0.4378 3.0828 -2.9086
H 6.1630 -3.9651 -6.1557
H -10.2956 -0.6790 3.6197
H 0.3171 -4.7165 -3.9098
H 4.9671 -5.2536 -5.9686
H -8.6107 3.3032 3.7274
H 7.3276 -4.4620 -0.6095
H 1.2072 1.1574 3.8460
H -1.1148 7.3872 -6.1617
H -3.8703 5.3057 -3.5679
H -8.8730 1.0684 5.9410
H 2.7268 -3.9299 1.3660
H -1.5762 -2.6233 4.5162
H -1.9612 2.0447 0.7135
H 5.0746 -3.9680 -1.5808
H -0.6243 3.1869 0.4677
H 1.0792 3.4149 -3.8006
H 3.6753 -4.8886 -2.1501
H 0.3618 -3.1683 -4.8006
H -2.0767 8.6361 -5.3490
*
```

=====

Formula: C15H45AlBN6O10P2S
Source: the OMol25 dataset
Level of theory: ωB97M-V with the def2-TZVPD basis set

Output
HOMO energy: -0.21696 Ha
F_max: 6.12 eV Å⁻¹
Lowest unoccupied orbital energy: 2.04 eV

The geometry in ORCA input format:
```
! wB97M-V def2-TZVPD RIJCOSX def2/J DEFGRID3
* xyz -1 1
S -3.8054 -5.8826 3.5855
P 3.2447 -0.3698 -1.6644
P -1.5992 3.1101 1.1500
Al -3.2745 -4.0186 1.1022
O -2.4196 2.2580 2.0493
O -1.5910 -4.4695 0.8539
O -6.4079 -3.9022 0.2037
O -4.0657 -5.9837 5.0062
O -4.6001 -6.7487 2.7387
O 2.4953 -0.6796 -0.4327
O -4.2070 -4.8862 -0.1047
O -3.0738 -2.2590 0.9331
O -1.4291 -1.1504 2.1221
O -6.1578 -6.2445 -0.0988
N 3.8482 0.9764 -2.5390
N 2.4033 -1.1524 -2.9225
N -0.7659 3.4722 -0.3297
N 4.7766 -1.0488 -1.3341
N -2.4463 4.5877 1.2146
N -0.1305 3.0788 2.0827
C 3.3649 2.2725 -2.0434
C -0.9363 2.4278 -1.3532
C -1.7061 -2.0189 1.0042
C 1.0663 -0.6336 -3.1498
C -0.8552 -3.3145 1.1777
C -1.8644 5.8963 1.4274
C 0.5858 3.9883 -0.3521
C 5.6276 -1.7373 -2.2853
C -3.7592 4.5243 1.8580
C -3.9427 -4.2718 2.9964
C 2.7862 -2.2446 -3.7819
C 0.5587 1.7945 2.1066
C 4.9185 -1.6699 -0.0141
C 3.8998 0.9650 -3.9886
C 0.5107 4.1076 2.8538
B -5.5454 -5.0021 0.0181
H -5.0044 -4.0188 3.0581
H -3.4126 -3.5928 3.6671
H 6.6282 -1.8485 -1.8603
H -1.0204 6.0869 0.7641
H 3.5057 2.3366 -0.9626
H 0.7758 4.3461 -1.3688
H 1.3501 3.2391 -0.1123
H 0.7178 4.8365 0.3138
H -0.3949 1.5109 -1.0890
H -1.5641 6.0609 2.4671
H -0.5810 2.7669 -2.3292
H 5.7648 -1.1686 -3.2060
H 2.9208 1.0893 -4.4683
H 0.4578 -1.3391 -3.7140
H -1.9934 2.1743 -1.4628
H 4.3588 0.0596 -4.3776
H 0.5541 -0.4411 -2.2043
H 3.9278 3.0893 -2.4984
H -5.5519 -6.8989 0.2632
H 1.0920 0.3102 -3.7172
H -2.4963 -6.1886 3.4221
H 0.6289 3.8077 3.9033
H 1.1334 1.6270 1.1812
H 2.7975 -1.9390 -4.8394
H 2.2993 2.4317 -2.2531
H 3.7729 -2.6227 -3.5526
H 4.4485 -2.6581 0.0466
H -3.6948 4.4883 2.9519
H -0.0431 5.0391 2.8484
H 2.0871 -3.0831 -3.6928
H -1.4448 -1.4090 0.1269
H -2.6035 6.6652 1.1872
H -4.3146 3.6546 1.5231
H 5.9825 -1.7749 0.2090
H -0.1371 0.9585 2.2132
H -4.3350 5.4071 1.5698
H 1.5203 4.3350 2.4690
H 4.5300 1.8017 -4.2993
H 0.0486 -3.1781 0.5738
H 1.2628 1.7430 2.9377
H -2.2828 -1.0169 2.5473
H -0.5817 -3.3126 2.2414
H -6.6063 -3.7581 1.1291
H 5.2733 -2.7452 -2.5221
H 4.4878 -1.0421 0.7582
*
```

=====

no.,frontier orbital gap (eV)
1,6.68
2,5.54
3,7.95